# C10H19NOS

C10H19NOS in the gas phase at a distorted geometry (wB97M-V/def2-TZVPD, the Open Molecules 2025 dataset).

XYZ file:
```
32
Properties=species:S:1:pos:R:3
C 1.153 2.633 0.404
C 3.148 -0.315 0.153
C -0.950 -0.743 -1.590
C -0.183 -1.542 -0.632
C -0.747 -0.203 -0.234
C 4.261 -1.085 0.834
C -0.863 -2.838 -0.168
C -3.293 1.724 -0.261
C -1.521 0.217 0.957
C -2.141 1.641 0.751
N 1.971 -0.060 0.634
O 1.387 1.026 -1.654
S 0.907 1.063 -0.261
H 0.908 3.355 -0.370
H 0.977 2.634 1.461
H 3.305 -0.147 -0.996
H -0.495 -0.327 -2.358
H -2.026 -0.926 -1.990
H 0.939 -1.603 -0.762
H 5.283 -0.780 0.704
H 4.148 -2.002 0.276
H 4.138 -1.178 1.852
H -0.451 -3.217 0.821
H -0.510 -3.521 -0.877
H -1.893 -2.764 -0.234
H -2.773 1.335 -1.232
H -3.787 2.683 -0.390
H -4.074 0.929 -0.046
H -2.300 -0.497 1.399
H -0.797 0.243 1.701
H -2.447 1.899 1.694
H -1.274 2.370 0.413
```

Frontier orbital gap = 0.3076 Eh
Relative energy (zero: lowest compared OMol25 entry of this formula, charge and spin) = 168.5 kcal per mole
E_LUMO = 0.7638 eV



# C10H20BF4N3O5PPtS

A molecular structure, C10H20BF4N3O5PPtS at a distorted geometry (wB97M-V/def2-TZVPD, the Open Molecules 2025 dataset).

XYZ file:
```
46
Properties=species:S:1:pos:R:3
Pt -0.183 -0.245 0.088
C 4.919 -0.073 0.902
O 3.881 -0.172 1.906
C 2.643 -0.186 1.448
O 2.312 -0.142 0.278
N 1.743 -0.265 2.475
N 0.364 -0.250 2.211
H 5.846 -0.050 1.463
H 4.787 0.840 0.327
H 4.882 -0.939 0.247
H 2.072 -0.288 3.429
H -0.088 0.584 2.583
H -0.079 -1.088 2.586
S -0.173 1.279 -1.632
C -1.747 2.056 -1.746
N -2.452 2.345 -0.639
C -3.654 2.942 -0.641
C -4.218 3.335 -1.828
C -3.517 3.074 -3.002
C -2.291 2.436 -2.965
H -2.112 1.981 0.260
H -4.118 3.054 0.329
H -5.182 3.819 -1.830
H -3.935 3.371 -3.955
H -1.739 2.226 -3.869
C 1.741 -3.199 -0.431
O 0.302 -3.313 -0.503
P -0.656 -2.385 0.326
O -0.599 -2.796 1.839
C -1.399 -3.891 2.385
O -2.065 -2.833 -0.142
C -2.554 -2.578 -1.486
H 2.136 -4.075 -0.936
H 2.072 -3.203 0.608
H 2.066 -2.291 -0.930
H -1.037 -4.050 3.394
H -1.252 -4.785 1.783
H -2.440 -3.584 2.388
H -3.635 -2.559 -1.409
H -2.216 -3.386 -2.129
H -2.196 -1.614 -1.838
F -4.375 0.801 1.658
B -3.190 0.124 1.498
F -3.064 -1.013 2.278
F -3.009 -0.207 0.128
F -2.100 1.028 1.848
```

Frontier orbital gap (alpha / beta) = 0.2565 / 0.2567 Eh
Net charge = +1
Relative energy (zero: lowest compared OMol25 entry of this formula, charge and spin) = 44.7 kcal per mole
E_LUMO (alpha / beta) = -4.6061 / -4.6058 eV



# C10H20BN2O2

A gas-phase ion, C10H20BN2O2 (charge +1) at a distorted geometry (wB97M-V/def2-TZVPD, the Open Molecules 2025 dataset).

XYZ file:
```
35
Properties=species:S:1:pos:R:3
B 0.226 -0.642 0.249
C 3.462 1.204 3.880
C 2.740 -0.379 1.030
C 1.953 0.232 2.108
C 1.378 -0.880 1.301
C -1.286 -1.033 -1.395
C -1.580 0.399 -0.814
C -2.344 -2.023 -1.671
C -0.513 -0.926 -2.718
C -2.803 0.495 0.113
C -1.705 1.564 -1.774
N 4.412 1.252 3.000
N 2.374 0.204 3.538
O -0.281 -1.627 -0.522
O -0.406 0.542 0.013
H 1.491 -1.827 1.706
H 2.910 0.382 0.333
H 3.642 -0.987 1.346
H 1.636 1.256 1.806
H -2.605 -2.553 -0.852
H -2.042 -2.817 -2.392
H -3.359 -1.690 -2.003
H 0.098 -0.046 -2.843
H -1.193 -0.925 -3.735
H 0.041 -1.798 -2.686
H -3.495 1.257 -0.223
H -2.585 0.479 1.159
H -3.222 -0.539 0.214
H -2.656 1.451 -2.388
H -0.938 1.849 -2.456
H -1.911 2.509 -1.255
H 5.162 1.989 2.922
H 2.746 -0.724 3.677
H 1.553 0.374 4.140
H 4.343 0.740 2.199
```

Frontier orbital gap = 0.3420 Eh
Net charge = +1
Relative energy (zero: lowest compared OMol25 entry of this formula, charge and spin) = 61.9 kcal per mole
E_LUMO = -3.5821 eV



# C10H20Br10

5 unconnected molecules or ions with the total composition C10H20Br10 at a distorted geometry (wB97M-V/def2-TZVPD, the Open Molecules 2025 dataset).

XYZ file:
```
40
Properties=species:S:1:pos:R:3
Br -5.899 1.304 3.390
C -6.953 1.321 1.761
C -7.311 -0.127 1.216
Br -8.488 -1.050 2.507
H -6.521 2.140 1.186
H -7.899 1.833 1.937
H -6.361 -0.657 1.162
H -7.774 -0.007 0.236
Br -1.604 7.307 2.315
C 0.339 7.129 1.842
C 1.086 8.358 2.385
Br 3.066 8.205 1.978
H 0.445 6.963 0.769
H 0.810 6.230 2.238
H 0.989 8.213 3.461
H 0.588 9.305 2.179
Br 3.016 1.473 -3.770
C 4.548 2.791 -3.721
C 4.357 3.820 -2.512
Br 4.739 3.112 -0.637
H 4.650 3.475 -4.563
H 5.414 2.162 -3.513
H 3.359 4.257 -2.502
H 5.088 4.617 -2.648
Br 4.175 -8.016 -0.827
C 3.256 -9.791 -0.515
C 1.903 -9.949 -1.158
Br 1.415 -11.777 -0.840
H 3.138 -9.888 0.565
H 3.969 -10.538 -0.861
H 1.932 -9.857 -2.244
H 1.073 -9.358 -0.770
Br -0.877 -4.069 -0.475
C -1.113 -2.036 -0.341
C 0.045 -1.239 0.319
Br -0.572 0.554 0.774
H -2.070 -1.656 0.018
H -1.236 -1.659 -1.357
H 0.978 -1.156 -0.237
H 0.298 -1.739 1.254
```

Frontier orbital gap = 0.3783 Eh
Relative energy (zero: lowest compared OMol25 entry of this formula, charge and spin) = 57.4 kcal per mole
E_LUMO = 0.2257 eV



# C10H20Br10CrN4O12

A molecular structure, C10H20Br10CrN4O12 at a distorted geometry (wB97M-V/def2-TZVPD, the Open Molecules 2025 dataset).

XYZ file:
```
57
Properties=species:S:1:pos:R:3
Cr 12.891 22.793 -9.574
N 10.766 24.988 -10.606
O 11.413 24.025 -10.336
O 10.066 25.620 -9.823
O 11.090 25.488 -11.641
N 11.406 22.300 -7.384
O 11.208 21.726 -8.446
O 12.434 22.940 -7.527
O 10.601 22.352 -6.445
N 16.026 23.233 -8.383
O 16.584 24.228 -8.863
O 14.917 22.934 -8.691
O 16.711 22.539 -7.664
N 13.073 20.511 -10.988
O 13.556 20.848 -9.925
O 12.290 21.403 -11.235
O 13.396 19.643 -11.739
Br 11.719 26.560 -5.940
C 10.104 25.660 -5.299
C 9.461 26.466 -4.138
Br 8.751 28.124 -4.928
H 10.332 24.650 -4.958
H 9.372 25.472 -6.085
H 10.324 26.621 -3.490
H 8.718 25.823 -3.664
Br 12.865 25.183 -2.879
C 13.043 23.817 -4.329
C 14.071 22.835 -3.815
Br 14.261 21.368 -5.075
H 13.201 24.401 -5.235
H 12.051 23.367 -4.284
H 13.662 22.305 -2.956
H 15.065 23.273 -3.723
Br 8.712 22.006 -10.959
C 7.970 21.503 -9.243
C 6.892 20.537 -9.533
Br 6.409 19.568 -7.856
H 7.650 22.454 -8.819
H 8.725 20.915 -8.721
H 7.180 19.854 -10.332
H 5.954 21.058 -9.722
Br 9.285 16.946 -6.366
C 10.619 18.132 -7.324
C 12.018 17.926 -6.651
Br 13.444 18.991 -7.597
H 10.278 19.165 -7.388
H 10.697 17.794 -8.358
H 12.322 16.886 -6.774
H 12.119 18.158 -5.591
Br 6.392 21.454 -3.817
C 8.371 21.345 -4.147
C 8.928 20.215 -3.316
Br 10.855 19.908 -3.657
H 8.822 22.331 -4.037
H 8.515 21.053 -5.187
H 8.331 19.311 -3.437
H 8.817 20.419 -2.251
```

Spin multiplicity = 4
Frontier orbital gap (alpha / beta) = 0.2048 / 0.2805 Eh
Net charge = -1
E_LUMO (alpha / beta) = -1.1440 / 0.8572 eV



# C10H20Br2ClNiO4S2

A molecular structure, C10H20Br2ClNiO4S2 at a distorted geometry (wB97M-V/def2-TZVPD, the Open Molecules 2025 dataset).

XYZ file:
```
40
Properties=species:S:1:pos:R:3
Ni -16.066 -14.448 -27.094
Cl -14.657 -15.842 -25.772
C -10.968 -12.340 -28.764
C -10.736 -13.287 -27.563
C -12.073 -13.285 -26.728
S -13.351 -12.409 -27.691
O -13.600 -11.089 -27.151
O -14.523 -13.316 -27.857
C -12.437 -12.303 -29.212
H -10.404 -12.582 -29.665
H -10.610 -11.363 -28.441
H -9.940 -12.877 -26.942
H -10.379 -14.195 -28.051
H -12.081 -12.978 -25.682
H -12.423 -14.317 -26.723
H -12.888 -11.428 -29.679
H -12.743 -13.210 -29.733
C -15.292 -17.385 -20.990
C -14.366 -16.186 -20.851
C -14.741 -15.220 -21.940
S -16.578 -15.134 -21.938
O -16.984 -15.068 -23.341
O -16.912 -14.040 -21.052
C -16.733 -16.779 -21.207
H -15.319 -18.005 -20.093
H -14.898 -17.917 -21.856
H -13.375 -16.586 -21.065
H -14.285 -15.622 -19.922
H -14.571 -15.612 -22.942
H -14.472 -14.190 -21.709
H -17.408 -17.285 -21.898
H -17.117 -16.599 -20.203
Br -13.172 -19.651 -26.240
C -14.398 -20.378 -24.893
C -15.390 -19.259 -24.642
Br -16.967 -19.734 -23.497
H -13.822 -20.573 -23.988
H -14.812 -21.337 -25.206
H -15.942 -18.924 -25.520
H -14.853 -18.367 -24.320
```

Spin multiplicity = 4
Frontier orbital gap (alpha / beta) = 0.2326 / 0.1183 Eh
Net charge = +2
E_LUMO (alpha / beta) = -8.6093 / -11.7093 eV



# C10H20Br2IMoN5OSe

A molecular structure, C10H20Br2IMoN5OSe at a distorted geometry (wB97M-V/def2-TZVPD, the Open Molecules 2025 dataset).

XYZ file:
```
41
Properties=species:S:1:pos:R:3
Mo 0.226 0.060 0.794
N -1.811 -0.597 1.338
C -1.846 -1.973 1.899
C -0.776 -2.033 2.962
N 0.496 -1.598 2.329
H -2.145 0.059 2.053
H -2.470 -0.505 0.567
H -1.632 -2.678 1.095
H -2.828 -2.206 2.308
H -0.694 -3.029 3.393
H -1.007 -1.333 3.765
H 0.901 -2.380 1.819
H 1.167 -1.344 3.049
Br -2.411 2.712 0.790
C -2.813 3.246 2.609
Br -2.610 1.797 3.864
H -3.844 3.571 2.632
H -2.125 4.033 2.882
Se 1.270 1.404 2.247
I -1.800 -0.622 -2.155
C -0.633 1.113 -2.118
C -0.662 1.919 -3.237
C 0.084 3.086 -3.235
C 0.821 3.401 -2.106
C 0.789 2.547 -1.028
N 0.077 1.394 -1.014
H -1.263 1.642 -4.091
H 0.080 3.738 -4.099
H 1.411 4.305 -2.049
H 1.335 2.775 -0.126
C 1.457 -3.343 -2.283
N 2.450 -2.319 -1.950
C 2.255 -1.397 -1.021
N 3.201 -0.480 -0.775
O 1.148 -1.395 -0.370
H 1.892 -4.005 -3.025
H 0.559 -2.889 -2.694
H 1.200 -3.925 -1.401
H 3.332 -2.337 -2.436
H 4.097 -0.511 -1.233
H 3.124 0.095 0.051
```

Spin multiplicity = 3
Frontier orbital gap (alpha / beta) = 0.2485 / 0.3065 Eh
Net charge = +2
Relative energy (zero: lowest compared OMol25 entry of this formula, charge and spin) = 0.0 kcal per mole
E_LUMO (alpha / beta) = -6.9715 / -6.8074 eV



# C10H20BrIO3

2 unconnected molecules or ions with the total composition C10H20BrIO3 at a distorted geometry (wB97M-V/def2-TZVPD, the Open Molecules 2025 dataset).

XYZ file:
```
35
Properties=species:S:1:pos:R:3
O -2.977 -3.937 -3.820
C -2.021 -4.005 -4.434
O -1.148 -5.048 -4.218
Br -0.437 -5.730 -5.773
O -1.597 -3.091 -5.301
C -0.982 -1.965 -4.573
C 0.481 -2.245 -4.247
C 0.845 -2.220 -2.772
I 0.043 -0.566 -1.681
H -1.060 -1.141 -5.250
H -1.594 -1.785 -3.704
H 1.125 -1.608 -4.826
H 0.678 -3.248 -4.587
H 0.597 -3.160 -2.323
H 1.909 -2.124 -2.698
C 2.387 1.860 1.753
C 1.151 1.058 2.148
C -0.156 1.826 1.960
C -0.290 3.092 2.809
C -0.163 2.873 4.315
C -1.246 1.965 4.890
H 2.507 2.751 2.371
H 3.289 1.256 1.869
H 2.328 2.174 0.708
H 1.248 0.720 3.183
H 1.110 0.154 1.535
H -0.994 1.155 2.171
H -0.255 2.106 0.906
H -1.262 3.548 2.597
H 0.459 3.824 2.493
H -0.223 3.846 4.811
H 0.822 2.467 4.558
H -2.240 2.372 4.694
H -1.132 1.869 5.971
H -1.199 0.961 4.465
```

Frontier orbital gap = 0.3213 Eh
E_LUMO = -0.9689 eV



# C10H20Cl10

5 unconnected molecules or ions with the total composition C10H20Cl10 at a distorted geometry (wB97M-V/def2-TZVPD, the Open Molecules 2025 dataset).

XYZ file:
```
40
Properties=species:S:1:pos:R:3
Cl -2.443 6.153 -3.340
C -1.891 5.080 -4.648
C -1.945 3.656 -4.154
Cl -3.648 3.264 -3.765
H -0.847 5.293 -4.881
H -2.425 5.228 -5.586
H -1.363 3.530 -3.241
H -1.607 2.883 -4.843
Cl 1.648 -5.455 -0.134
C 0.760 -4.684 -1.395
C 1.481 -4.664 -2.785
Cl 2.812 -3.585 -2.596
H 0.666 -3.637 -1.104
H -0.286 -4.991 -1.392
H 0.894 -4.292 -3.625
H 1.701 -5.690 -3.080
Cl -0.697 1.238 -1.876
C -0.174 -0.398 -1.321
C 0.496 -0.305 0.070
Cl -0.656 0.140 1.362
H 0.540 -0.802 -2.039
H -0.977 -1.132 -1.378
H 1.297 0.432 0.017
H 0.958 -1.245 0.374
Cl 6.401 -1.475 2.293
C 5.396 -1.231 3.666
C 4.151 -0.439 3.232
Cl 3.225 -1.527 2.061
H 6.069 -0.687 4.329
H 5.211 -2.173 4.183
H 4.475 0.475 2.735
H 3.482 -0.235 4.068
Cl -5.004 2.580 5.009
C -4.498 2.048 3.405
C -3.523 0.853 3.547
Cl -4.322 -0.623 4.149
H -4.098 2.934 2.912
H -5.423 1.725 2.925
H -2.748 1.046 4.288
H -3.088 0.710 2.558
```

Spin multiplicity = 2
Frontier orbital gap (alpha / beta) = 0.0660 / 0.3792 Eh
Net charge = -1
Relative energy (zero: lowest compared OMol25 entry of this formula, charge and spin) = 16.4 kcal per mole
E_LUMO (alpha / beta) = 2.4320 / 2.3543 eV



# C10H20ClI2NO2PPm

A molecular structure, C10H20ClI2NO2PPm at a distorted geometry (wB97M-V/def2-TZVPD, the Open Molecules 2025 dataset).

XYZ file:
```
38
Properties=species:S:1:pos:R:3
I 1.984 -4.547 -1.505
I -0.724 -4.689 -0.822
Pm 0.520 -0.285 0.143
P -0.008 0.572 -2.364
C -1.628 0.761 -3.192
C 0.915 2.145 -2.674
H 1.925 -0.823 -2.896
H 0.992 -0.338 -4.393
H 0.401 -1.666 -3.260
C 0.924 -0.696 -3.349
H 1.914 2.063 -2.205
H 0.988 2.309 -3.763
H -1.447 1.021 -4.258
H -2.184 1.560 -2.653
H 0.364 2.963 -2.175
H -2.175 -0.201 -3.080
C -2.289 -0.016 -0.009
O -3.437 -0.051 0.136
Cl 3.076 0.069 -0.163
O 0.245 -0.723 2.254
C -0.317 -0.607 3.394
C 0.407 -1.246 4.515
C 0.821 -0.204 5.533
C -0.352 0.257 6.393
C -1.482 1.009 5.698
C -2.252 0.220 4.653
N -1.452 0.066 3.458
H -0.266 -2.023 4.892
H 1.289 -1.692 4.042
H 1.575 -0.677 6.164
H 1.305 0.654 5.044
H -0.774 -0.622 6.894
H 0.060 0.913 7.168
H -2.217 1.308 6.454
H -1.102 1.938 5.252
H -2.492 -0.781 5.017
H -3.166 0.737 4.376
H -1.821 0.409 2.560
```

Spin multiplicity = 5
Frontier orbital gap (alpha / beta) = 0.2511 / 0.2557 Eh
Net charge = +2
Relative energy (zero: lowest compared OMol25 entry of this formula, charge and spin) = 18.4 kcal per mole
E_LUMO (alpha / beta) = -7.9656 / -7.8413 eV



# C10H20ClIN2O10P3S

A gas-phase ion, C10H20ClIN2O10P3S (charge -1) at a distorted geometry (wB97M-V/def2-TZVPD, the Open Molecules 2025 dataset).

XYZ file:
```
48
Properties=species:S:1:pos:R:3
C 2.223 -3.329 -0.263
P 1.834 -1.935 -1.383
O 1.538 -2.546 -2.869
C 0.181 -1.254 -0.718
O -0.351 -0.522 -1.765
C -0.869 0.850 -1.613
N -1.823 0.972 -2.681
C 0.172 1.947 -1.893
C 1.654 1.616 -1.720
C 2.132 1.622 -0.289
I 4.141 2.404 -0.157
C -1.666 1.155 -0.315
O -0.748 1.726 0.665
C -1.052 1.608 1.989
Cl -2.503 2.512 2.510
C -1.196 0.214 2.574
O 0.107 -0.360 2.805
N 0.121 -1.010 4.051
O 0.992 -1.779 4.109
P 0.397 2.442 2.858
S 0.594 4.336 2.520
C -2.726 2.249 -0.680
O -2.276 3.408 -0.751
O -3.880 1.829 -0.808
P -0.978 -2.629 -0.386
O -2.395 -2.305 -0.512
O -0.682 -3.270 1.038
O -0.621 -3.769 -1.441
H 1.465 -4.100 -0.204
H 2.379 -2.883 0.711
H 3.162 -3.778 -0.550
H 1.511 -3.506 -2.832
H 0.478 -0.727 0.177
H -1.351 0.781 -3.555
H -2.524 0.250 -2.566
H 0.050 2.208 -2.932
H -0.069 2.837 -1.333
H 1.884 0.702 -2.249
H 2.194 2.395 -2.233
H 2.224 0.645 0.155
H 1.518 2.250 0.329
H -2.239 0.310 0.039
H -1.649 0.334 3.544
H -1.840 -0.448 2.015
H 1.546 1.723 2.517
H 0.144 2.190 4.216
H 0.181 -3.022 1.383
H -1.389 -4.342 -1.508
```

Frontier orbital gap = 0.2301 Eh
Net charge = -1
E_LUMO = 1.4445 eV



# C10H20ClMnRh

A molecular structure, C10H20ClMnRh at a distorted geometry (wB97M-V/def2-TZVPD, the Open Molecules 2025 dataset).

XYZ file:
```
33
Properties=species:S:1:pos:R:3
Rh 0.703 0.163 -5.008
Cl 1.357 0.846 -2.762
C -0.792 0.203 -6.233
C 2.499 -0.513 -5.600
H -0.561 -0.532 -7.014
H -1.672 -0.098 -5.646
H -0.927 1.209 -6.657
H 2.328 -1.164 -6.471
H 2.913 -1.081 -4.752
H 3.167 0.325 -5.861
Mn -0.090 0.437 -1.016
C -1.746 1.397 -1.244
C -0.268 -1.284 0.064
H -2.018 0.762 -2.112
H -2.316 1.189 -0.318
H -1.456 2.437 -1.455
H 0.471 -2.054 -0.195
H -1.320 -1.473 -0.154
C -1.263 0.707 4.461
C -0.032 -0.053 3.946
C 1.222 0.700 4.403
C -0.015 -1.460 4.556
C -0.009 -0.131 2.442
C -0.040 -0.450 1.237
H -1.287 0.771 5.563
H -2.192 0.225 4.133
H -1.256 1.733 4.069
H 1.312 0.781 5.500
H 2.112 0.189 4.014
H 1.198 1.712 3.979
H -0.890 -2.046 4.250
H 0.872 -2.015 4.229
H -0.004 -1.433 5.653
```

Spin multiplicity = 8
Frontier orbital gap (alpha / beta) = 0.1460 / 0.1579 Eh
E_LUMO (alpha / beta) = -1.9228 / -2.6113 eV